No. 1
The following is a quantum chemistry calculation of the molecule C7H17NO4S, from the Open Molecules 2025 dataset.

The geometry in XYZ format:
```
30
Properties=species:S:1:pos:R:3:forces:R:3
C 2.5910 -0.7378 -1.4153 0.01 0.30 -1.67
C 1.9369 0.3186 -0.4874 0.03 1.17 0.93
C 2.9821 0.9703 0.5131 -1.30 -0.27 -0.36
N 0.8331 -0.1645 0.3039 0.26 -1.87 1.58
C -0.4827 -0.2969 -0.1842 -2.01 -1.36 0.27
O -0.6376 -0.6483 -1.5527 0.59 1.56 -0.75
C -1.4429 -1.3939 0.7710 1.01 3.05 -0.56
C -2.2755 -2.2975 -0.0926 0.21 -2.02 2.15
O -2.2855 -0.6073 1.6367 2.79 -1.50 1.39
S -1.3306 1.3360 -0.2731 -0.81 -2.14 2.54
C -1.3482 2.1653 1.2981 -0.66 2.60 -2.35
O -0.5204 1.9980 -1.2464 0.15 1.55 -1.06
O -2.7221 1.0507 -0.4783 -0.86 0.14 -1.22
H 2.8223 -0.2694 -2.4311 -0.52 -0.62 1.15
H 3.5803 -1.0677 -1.0879 -0.15 0.05 0.45
H 1.9733 -1.6626 -1.5986 0.39 1.16 0.26
H 1.4241 1.1518 -0.9715 1.00 -0.04 -0.87
H 2.5501 1.7778 1.1286 -0.38 -0.31 -0.44
H 3.6256 1.4979 -0.1960 1.09 -0.53 0.72
H 3.3417 0.2392 1.2996 0.37 0.63 -1.45
H 1.2002 -1.0133 0.7467 -0.90 0.16 0.19
H -0.5458 0.2391 -2.0525 0.07 -2.03 0.57
H -0.6474 -1.8207 1.3797 -0.44 -0.40 0.25
H -3.0946 -1.6415 -0.3610 -0.27 -0.48 -0.94
H -2.6853 -3.2224 0.5728 0.90 2.24 -1.58
H -1.6224 -2.6798 -0.8845 -0.78 0.07 -0.18
H -3.0668 -0.3487 1.2103 -1.59 0.49 -1.34
H -0.5851 2.9282 1.0954 -0.01 -0.04 0.96
H -2.3795 2.6826 1.2455 1.66 -0.95 0.51
H -1.1885 1.5168 2.1117 0.14 -0.64 0.84
```
Forces are in eV/Å.

Computed properties:
SMILES ... CC(C)N[C@@](O)([C@H](C)O)S(C)(=O)=O
Total charge ... 0
E_HOMO ... -9.21 eV
Energy above the lowest of the compared OMol25 structures with the same formula, charge and spin ... 2.754 eV



No. 2
The following is a quantum chemistry calculation of the molecule C7H17NOSi2, from the Open Molecules 2025 dataset.

The geometry in XYZ format:
```
28
Properties=species:S:1:pos:R:3:forces:R:3
C -1.3603 1.6138 3.0896 0.01 0.07 -0.21
C -0.6475 1.7691 1.7514 0.00 -0.01 0.05
C 0.8155 1.3347 1.8322 0.26 0.17 -0.59
Si 1.6835 1.3733 0.1427 -0.44 -0.40 0.72
C 3.4157 0.7020 0.4000 -0.63 0.35 -0.16
N 4.4731 0.2904 0.5570 0.57 -0.25 0.11
O 0.9224 0.4280 -0.9185 0.02 0.04 0.06
Si 0.4130 -0.9803 -1.6089 -0.17 -0.44 -0.30
C -0.8464 -1.7857 -0.4287 0.49 0.32 -0.51
C -0.3930 -0.4647 -3.2514 0.31 -0.35 0.66
C 1.9430 -2.0789 -1.8597 -0.66 0.43 0.07
H -0.8631 2.2032 3.8575 0.02 0.04 0.11
H -2.3934 1.9469 3.0167 -0.10 0.01 0.06
H -1.3576 0.5721 3.4044 -0.01 -0.09 0.07
H -1.1603 1.1701 0.9961 -0.07 0.05 -0.07
H -0.6983 2.8127 1.4330 -0.07 0.02 -0.09
H 0.8568 0.3233 2.2466 0.18 -0.09 -0.11
H 1.3386 1.9779 2.5428 0.17 0.02 0.02
H 1.7846 2.6842 -0.4951 0.14 0.27 0.17
H -0.4010 -2.0055 0.5375 0.16 -0.03 0.15
H -1.7005 -1.1369 -0.2552 -0.12 0.17 -0.03
H -1.2249 -2.7188 -0.8341 -0.05 -0.20 -0.12
H 0.3203 0.0344 -3.9001 0.20 0.07 -0.05
H -0.7757 -1.3284 -3.7854 -0.08 -0.21 -0.12
H -1.2224 0.2175 -3.0913 -0.14 0.10 0.13
H 2.6501 -1.6116 -2.5389 0.07 0.14 -0.13
H 2.4641 -2.2462 -0.9212 0.03 -0.01 0.21
H 1.6820 -3.0484 -2.2715 -0.11 -0.19 -0.08
```
Forces are in eV/Å.

Computed properties:
SMILES ... CCC[Si@@H](C#N)O[Si](C)(C)C
Total charge ... 0
E_HOMO ... -10.47 eV
Energy above the lowest of the compared OMol25 structures with the same formula, charge and spin ... 0.000 eV



No. 3
The following is a quantum chemistry calculation of the ion C7H17O3SSi with charge -1, from the Open Molecules 2025 dataset.

The geometry in XYZ format:
```
29
Properties=species:S:1:pos:R:3:forces:R:3
C 0.5885 -2.8366 0.4647 0.88 -0.52 -1.49
C -1.9246 1.2737 0.9909 0.43 3.07 2.42
C -0.9794 2.9677 -0.6298 -2.25 0.58 1.50
C 2.2195 -1.1296 -1.8438 -0.91 -0.52 -3.30
C 1.8713 -1.9256 0.5367 -1.29 -1.60 1.71
C -0.6992 2.1218 0.5830 -0.87 -0.05 -0.04
C 1.8717 -0.8022 -0.4821 0.89 0.46 2.95
O 2.0097 1.6992 -0.0903 0.09 -0.91 0.69
O 4.1478 0.8282 -0.6800 -1.65 -1.63 0.90
O 3.2051 0.3492 1.5578 0.07 -0.61 -0.18
Si 0.5568 0.6938 0.0779 -2.76 0.40 0.78
S 2.9514 0.4788 0.1423 4.23 3.52 -0.76
H -0.3214 -2.4065 0.9302 0.72 0.12 -0.57
H 0.4636 -2.9395 -0.6740 -0.61 -0.53 1.70
H 0.7849 -3.8282 0.9895 -0.11 1.00 -0.88
H -2.1007 0.6602 0.1992 -1.28 -1.87 -2.02
H -1.6308 0.7112 1.8365 0.43 -1.15 0.74
H -2.8050 1.8187 1.4352 0.35 0.11 -1.04
H -1.2598 2.3643 -1.4357 -0.49 -0.84 -1.47
H -0.2295 3.6190 -0.9118 2.10 1.01 -0.61
H -1.8205 3.6698 -0.4091 0.10 -0.50 -0.09
H 1.6261 -0.7181 -2.7041 -0.21 0.00 1.17
H 2.1887 -2.1944 -2.0377 0.13 -0.41 0.23
H 3.1826 -0.7597 -2.1152 1.06 0.09 0.15
H 2.7692 -2.5440 0.4221 -0.08 -0.11 -0.43
H 1.8885 -1.6781 1.6225 0.34 0.87 -1.06
H -0.4340 2.8356 1.3562 0.59 -0.39 0.57
H 0.6379 0.0404 1.4414 0.25 0.36 0.01
H 0.2546 0.7585 -1.3277 -0.13 0.05 -1.58
```
Forces are in eV/Å.

Computed properties:
Spin multiplicity ... 3
Total charge ... -1
E_HOMO (alpha / beta) ... 0.28 / -5.56 eV



No. 4
The following is a quantum chemistry calculation of the molecule C7H17O7P, from the Open Molecules 2025 dataset.

The geometry in XYZ format:
```
32
Properties=species:S:1:pos:R:3:forces:R:3
C -2.5769 3.1005 0.8822 -0.16 -0.46 -0.37
C -2.0355 1.8018 0.2781 0.09 0.20 0.82
O -0.6210 1.7864 0.2436 -0.21 -0.35 -0.71
C -0.0288 2.1074 -1.0210 0.16 -0.56 0.65
C 1.0085 1.0590 -1.4169 0.20 0.85 -0.25
O 0.5866 0.2306 -2.4945 -0.04 -0.01 0.28
C -0.4479 -0.6523 -2.1565 0.09 -0.35 -0.07
C 0.0173 -1.9589 -1.5505 -0.42 -0.04 0.11
O 0.7247 -1.8222 -0.3326 0.42 -0.45 -0.19
C -0.0686 -1.7590 0.7891 -0.63 0.52 0.60
O 0.6796 -2.0543 1.9754 0.09 -0.48 -0.41
P 2.2329 -1.7552 1.9469 -0.04 0.47 0.35
O 2.6345 -0.4406 1.5130 0.38 1.13 -0.85
O 2.6364 -2.0045 3.4574 0.08 -0.31 0.43
O 2.9472 -2.9216 1.1628 -0.20 -0.85 -0.13
H -1.7533 3.6933 1.2436 0.25 0.26 0.12
H -3.1455 3.6524 0.1499 -0.12 0.41 -0.17
H -3.2315 2.8728 1.7106 -0.21 0.07 0.28
H -2.4849 1.5970 -0.6888 0.10 0.02 -0.38
H -2.3296 0.9861 0.9301 0.00 -0.32 0.13
H 0.4486 3.0750 -0.9174 0.09 0.29 -0.10
H -0.7704 2.1436 -1.8122 -0.29 0.20 -0.14
H 1.3574 0.5127 -0.5523 -0.08 -0.34 0.29
H 1.8643 1.6068 -1.7897 0.30 -0.06 -0.31
H -0.9551 -0.9142 -3.0787 -0.15 -0.04 -0.30
H -1.2056 -0.2132 -1.5088 -0.02 0.36 0.20
H 0.6311 -2.5199 -2.2371 0.53 0.05 -0.17
H -0.8765 -2.5664 -1.3951 -0.22 -0.18 0.13
H -0.8858 -2.4738 0.7589 -0.09 -0.38 -0.05
H -0.4924 -0.7664 0.9171 0.04 0.37 0.08
H 3.5342 -1.6324 3.5026 -0.24 -0.08 0.43
H 2.6061 -3.7707 1.4908 0.30 0.08 -0.28
```
Forces are in eV/Å.

Computed properties:
SMILES ... CCOCCOCCOCOP(=O)(O)O
Total charge ... 0
E_HOMO ... -9.36 eV
Energy above the lowest of the compared OMol25 structures with the same formula, charge and spin ... 0.000 eV



No. 5
The following is a quantum chemistry calculation of a cluster of 2 separate species, C7H18 in total, from the Open Molecules 2025 dataset.

The geometry in XYZ format:
```
25
Properties=species:S:1:pos:R:3:forces:R:3
C 1.3549 -2.2515 -0.6719 0.27 -0.24 -0.97
C 1.4238 -0.8614 -0.0606 0.33 -0.03 0.58
C 1.4209 -1.0033 1.4700 0.30 1.84 0.15
C 2.6633 -0.0799 -0.4823 0.75 -0.28 0.57
H 0.3496 -2.6698 -0.7536 -0.04 0.17 0.19
H 1.9564 -2.9584 -0.1084 0.08 -0.06 0.36
H 1.7962 -2.2994 -1.6761 -0.23 0.25 -0.01
H 0.5934 -0.2219 -0.3513 -0.39 -0.33 -0.13
H 1.0942 -0.0536 1.9285 -0.46 -0.31 -0.15
H 0.8134 -1.8136 1.8452 0.02 -0.24 0.12
H 2.4496 -0.9966 1.8454 0.02 -0.91 -0.08
H 2.6739 0.1625 -1.5465 -0.03 0.19 0.14
H 2.7956 0.7980 0.1611 -0.40 0.28 -0.46
H 3.5856 -0.6281 -0.2440 -0.18 -0.34 -0.30
C -2.9664 0.3256 0.1705 -0.33 0.19 -0.77
C -2.0939 1.2155 -0.7283 -0.01 -0.29 0.16
C -1.7289 2.5031 -0.0102 1.08 -0.39 0.89
H -3.0068 -0.7086 -0.1767 0.15 0.02 0.05
H -3.9786 0.7037 0.0950 -0.38 0.04 0.31
H -2.6698 0.3471 1.2161 0.20 0.00 0.04
H -1.2075 0.6339 -0.9918 0.16 0.33 -0.06
H -2.5901 1.4485 -1.6724 -0.20 -0.19 0.05
H -0.9801 2.2513 0.7483 0.10 -0.09 0.08
H -1.2152 3.2515 -0.6122 -0.48 0.13 -0.23
H -2.5335 2.9054 0.6061 -0.30 0.27 -0.54
```
Forces are in eV/Å.

Computed properties:
SMILES ... CC(C)C.CCC
Total charge ... 0
E_HOMO ... -11.02 eV
Energy above the lowest of the compared OMol25 structures with the same formula, charge and spin ... 0.418 eV



No. 6
The following is a quantum chemistry calculation of a cluster of 2 separate species, C7H18 in total, from the Open Molecules 2025 dataset.

The geometry in XYZ format:
```
25
Properties=species:S:1:pos:R:3:forces:R:3
C 2.0518 0.9579 -1.7907 0.17 -0.64 0.11
C 1.0307 1.7293 -0.9734 0.04 0.31 -0.17
C -0.3955 1.3747 -1.4138 0.90 -0.33 -0.05
C 1.1797 1.5374 0.5381 -1.12 0.57 0.17
H 1.8776 -0.1225 -1.7018 -0.08 0.07 -0.03
H 3.0777 1.1099 -1.4548 0.02 0.23 0.06
H 2.0035 1.2065 -2.8499 -0.05 0.07 -0.05
H 1.1975 2.7842 -1.2087 -0.09 0.12 0.16
H -0.5013 1.5428 -2.4870 -0.33 0.30 0.10
H -0.5332 0.3063 -1.2683 -0.15 -0.02 0.08
H -1.1117 1.9056 -0.7911 -0.25 0.10 -0.34
H 0.1945 1.7301 0.9789 -0.09 -0.26 0.02
H 1.4405 0.5193 0.8253 0.36 0.10 0.03
H 1.7518 2.3235 1.0318 0.75 -0.43 -0.18
C -1.9798 -1.5063 0.1473 0.21 -1.47 0.35
C -1.4860 -1.4143 1.5813 -0.22 -0.07 0.67
C -0.3554 -2.3906 1.8559 0.92 -0.71 0.46
H -2.1950 -2.5557 -0.0854 -0.21 -0.08 0.21
H -1.1236 -1.3289 -0.4964 -0.32 0.64 -0.34
H -2.9045 -0.9776 -0.0584 0.29 0.54 -0.22
H -1.1843 -0.3948 1.8306 0.15 0.04 -0.20
H -2.2650 -1.6475 2.3155 -0.22 0.11 -0.27
H -0.6732 -3.3899 2.1717 -0.50 0.07 -0.33
H 0.3060 -2.5713 1.0036 -0.07 0.28 -0.11
H 0.2976 -2.1208 2.6932 -0.11 0.47 -0.14
```
Forces are in eV/Å.

Computed properties:
SMILES ... CC(C)C.CCC
Total charge ... 0
E_HOMO ... -11.04 eV
Energy above the lowest of the compared OMol25 structures with the same formula, charge and spin ... 0.426 eV



no.,maximum force (eV Å⁻¹)
1,3.57
2,0.93
3,5.56
4,1.47
5,1.87
6,1.53